# 1
The following is a DFT calculation (ωB97M-V/def2-TZVPD) of one molecule with the formula CH2Cl2FPS.

The geometry in XYZ format:
```
8
Properties=species:S:1:pos:R:3:forces:R:3:mulliken_charge:R:1
F 0.1466 -1.6969 0.1794 -0.950 0.245 0.442 -0.217
C 0.2463 -0.3718 -0.0349 4.632 -0.238 -2.393 -0.478
P 2.3885 -0.0778 -0.0565 -2.822 -1.228 -1.586 0.647
S 3.3453 -1.2251 -1.2973 -0.499 0.710 0.987 -0.313
Cl 2.9037 -0.1414 1.8667 0.155 0.108 0.349 -0.165
Cl 2.3260 1.8638 -0.5763 0.234 0.485 0.146 -0.198
H -0.0484 -0.0376 -1.0254 0.244 -0.776 -0.662 0.317
H -0.1945 0.3633 0.5376 -0.995 0.694 2.717 0.408
```
Positions in Å, forces in eV/Å.

Values from the calculation:
HOMO: -9.49 eV
SMILES: FCP(=S)(Cl)Cl
Relative energy (zero: lowest compared OMol25 entry of this formula, charge and spin): 63.1 kJ/mol
DFT total energy: -48956.4862 eV
Max |F|: 5.22 eV/Å
Frontier orbital gap: 0.350 Eh



# 2
The following is a DFT calculation (ωB97M-V/def2-TZVPD) of C4H16InN8O4 as an isolated structure.

The geometry in XYZ format:
```
33
Properties=species:S:1:pos:R:3:forces:R:3:mulliken_charge:R:1
In -4.7604 7.8556 -15.0798 5.092 -4.945 5.985 0.966
C -6.7927 8.1100 -17.1090 -2.904 2.566 -2.864 1.136
O -6.0698 7.8837 -16.1529 -5.129 -0.429 -7.335 -0.801
N -7.6554 7.2733 -17.5113 -1.981 -3.296 -1.134 -0.343
N -6.9155 9.3318 -17.5885 1.641 0.964 0.513 -0.336
H -7.7233 6.3628 -17.0793 -0.031 -0.039 -0.291 0.212
H -8.3396 7.5141 -18.2141 0.048 -0.234 -0.108 0.226
H -6.1905 9.9231 -17.2079 -0.533 0.941 -0.635 0.214
H -7.5873 9.6174 -18.2865 0.254 0.210 -0.023 0.229
C -7.2589 6.8399 -14.2047 -2.482 -1.902 1.206 0.806
O -6.0571 7.0044 -14.0066 1.538 -2.587 3.720 -0.530
N -7.9619 5.7889 -13.8218 1.271 -2.414 0.690 -0.436
N -7.9626 7.7267 -14.7759 -2.989 2.887 -1.005 -0.308
H -7.4451 4.9573 -13.5739 0.003 0.004 0.383 0.258
H -8.9494 5.6111 -13.9378 -0.002 0.519 -0.078 0.204
H -7.5610 8.6148 -15.0407 -1.024 0.003 0.532 0.225
H -8.9423 7.4853 -14.8188 -0.141 1.121 -0.273 0.232
C -3.6879 10.1351 -13.6826 1.161 -0.346 0.909 0.679
O -4.5576 9.5878 -14.3821 -6.896 6.770 4.508 -0.439
N -3.8529 10.4299 -12.4304 -1.524 0.397 1.758 -0.356
N -2.4465 10.1688 -14.0792 2.009 3.553 1.791 -0.288
H -4.6258 9.9535 -11.9878 -0.041 0.714 0.506 0.255
H -3.1340 10.9098 -11.9079 -0.376 -0.122 0.321 0.212
H -2.1224 9.9650 -15.0138 0.748 2.885 2.945 0.210
H -1.8678 10.5242 -13.3316 0.915 0.236 -0.833 0.156
C -2.2576 8.8255 -16.0851 0.146 -4.171 3.046 0.852
O -3.2120 8.7265 -15.2624 8.948 -4.960 -6.925 -0.379
N -2.3577 8.8848 -17.2955 -2.680 0.770 -8.428 -0.235
N -1.0176 8.8768 -15.7479 4.634 0.794 1.422 -0.468
H -3.2473 8.8056 -17.7671 0.244 0.473 -0.439 0.165
H -1.4880 8.9408 -17.8061 -0.647 -0.257 -0.943 0.244
H -0.4897 8.2413 -15.1668 -0.295 0.235 0.615 0.240
H -0.4979 9.4048 -16.4344 1.024 -0.340 0.463 0.197
```
Positions in Å, forces in eV/Å.

Values from the calculation:
Charge: +3
HOMO: -19.61 eV
Relative energy (zero: lowest compared OMol25 entry of this formula, charge and spin): 588.4 kJ/mol
DFT total energy: -29658.6701 eV
Max |F|: 12.35 eV/Å
Frontier orbital gap: 0.325 Eh